No. 1
Molecular formula: C14H32N6O7Yb
Method: DFT, ωB97M-V/def2-TZVPD

Atoms and positions in Å:
1 O -0.11539 0.25189 -6.09689
2 H -0.61154 0.02080 -6.88969
3 Yb -0.30335 0.21850 -0.89894
4 N 0.03755 2.60691 -0.46221
5 N 1.52382 1.29283 -2.08642
6 N -1.96472 -1.33597 -0.13758
7 N -0.46224 -1.87065 -2.15321
8 O -0.76165 3.27078 0.27365
9 O -2.71293 -1.12600 1.03497
10 O 0.06886 -2.21904 -3.42854
11 O 2.01692 0.74557 -3.12062
12 C 2.02598 2.48751 -1.65808
13 C 1.31588 3.08209 -0.58145
14 C -1.81777 -2.63597 -0.38354
15 C -1.04983 -2.92492 -1.58590
16 C 1.91464 3.94070 0.46954
17 H 2.09753 3.34377 1.37787
18 H 1.22502 4.75197 0.71083
19 H 2.87753 4.36180 0.17499
20 C 3.22976 3.07942 -2.29296
21 H 3.04662 3.34585 -3.34563
22 H 4.04663 2.34807 -2.27703
23 H 3.53126 3.98123 -1.75253
24 C -2.22184 -3.67807 0.60581
25 C -0.98576 -4.32108 -2.10446
26 H -2.79389 -3.19804 1.40309
27 H -1.32762 -4.13251 1.05339
28 H -2.83334 -4.47088 0.17097
29 H -0.19124 -4.42794 -2.84377
30 H -1.93841 -4.60383 -2.57488
31 H -0.79691 -4.99296 -1.25848
32 H -2.29129 -0.38746 1.51692
33 H 0.69974 -1.51096 -3.65257
34 C -1.03489 0.79917 -5.16085
35 H -0.45961 1.46751 -4.51956
36 H -1.45949 -0.00043 -4.54766
37 H -1.84341 1.35697 -5.65463
38 O -2.27755 1.29532 -1.38054
39 H -2.96635 0.71955 -1.00580
40 H -2.26863 2.12969 -0.87252
41 C 1.82004 -1.46067 1.66853
42 N 1.22751 -0.80530 2.80363
43 C 1.96977 -0.96697 4.05054
44 C 0.16160 -0.01234 2.54196
45 O -0.17389 0.15352 1.33007
46 N -0.57050 0.57993 3.52953
47 C -0.49324 0.18347 4.92465
48 C -1.58372 1.54860 3.10328
49 H 2.61454 -2.11783 2.02077
50 H 2.22731 -0.73834 0.95387
51 H 1.04058 -1.99010 1.11954
52 H 2.30958 -0.02727 4.50279
53 H 1.37993 -1.50112 4.80211
54 H 2.86364 -1.55500 3.81057
55 H 0.46679 0.49823 5.35140
56 H -1.30157 0.65151 5.49213
57 H -0.58588 -0.91072 5.00638
58 H -1.10393 2.44327 2.67704
59 H -2.21450 1.14439 2.29195
60 H -2.22214 1.82157 3.95414

For the max |F|, the calculation gives 3.24 eV/Å. The value obtained for the LUMO energy (spin up / spin down) is -3.652 / -3.652 eV. The total charge is +1. The calculation puts the energy at -69829.6558 eV. The gap between HOMO and LUMO (spin up / spin down) comes out at 6.07 / 6.08 eV. The value obtained for the energy above the lowest of the compared OMol25 structures with the same formula, charge and spin is 0.0 kJ/mol. As for the spin multiplicity: 2.

---

No. 2
Molecular formula: C14H32O11P2S2
Method: DFT, ωB97M-V/def2-TZVPD

Atoms and positions in Å:
1 C 7.78189 -1.13351 -8.19180
2 C 7.08329 -0.14122 -8.37910
3 O 6.13206 0.82121 -8.80728
4 S 4.81084 0.65596 -7.72623
5 O 5.22789 -0.09080 -6.51353
6 O 3.59168 -0.28019 -8.47594
7 S 4.01815 -1.92561 -8.43342
8 H 8.20633 -2.17948 -8.17194
9 H 4.06000 -2.36332 -7.12038
10 O 3.34240 1.61342 -1.87318
11 P 2.07728 0.80081 -2.11693
12 O 2.16813 -0.10853 -0.73716
13 C 1.78750 0.50621 0.48969
14 C 0.27836 0.61023 0.61091
15 O 2.79609 -0.23814 -3.18937
16 C 3.85279 0.19812 -4.04396
17 C 5.18480 -0.27630 -3.49649
18 O 0.59434 0.05173 -2.47013
19 C 0.44927 -1.25149 -3.03031
20 C 0.94428 -2.37881 -2.14693
21 H 2.25343 1.49188 0.57783
22 H 2.17626 -0.11875 1.29692
23 H -0.12668 1.29942 -0.13632
24 H -0.00566 0.97645 1.59940
25 H -0.19415 -0.35964 0.44293
26 H 3.83284 1.28190 -4.17970
27 H 3.68491 -0.24675 -5.02388
28 H 5.32887 0.03963 -2.46039
29 H 6.01202 0.10641 -4.09596
30 H 5.22753 -1.36860 -3.49579
31 H 0.89646 -1.29350 -4.02526
32 H -0.62580 -1.38883 -3.18178
33 H 2.02931 -2.36653 -2.04347
34 H 0.66344 -3.34425 -2.57556
35 H 0.51860 -2.30508 -1.14425
36 O -2.28771 0.71938 3.29818
37 P -3.49508 0.01714 3.90533
38 O -4.51599 1.31875 3.85260
39 C -5.08730 1.66415 2.59542
40 C -6.21257 0.71666 2.22133
41 O -2.95337 0.15725 5.46587
42 C -1.56061 0.13187 5.76656
43 C -1.06221 1.54089 6.02173
44 O -4.78071 -0.92260 4.49290
45 C -5.24594 -0.92197 5.84197
46 C -5.83870 0.39285 6.30658
47 H -4.31520 1.67594 1.82074
48 H -5.48041 2.67898 2.68846
49 H -5.82993 -0.29205 2.03956
50 H -6.71766 1.05639 1.31489
51 H -6.94390 0.64217 3.02857
52 H -0.99235 -0.36159 4.97534
53 H -1.43203 -0.46821 6.67189
54 H -1.29501 2.20700 5.18759
55 H 0.01756 1.54982 6.18428
56 H -1.55324 1.96369 6.90167
57 H -4.46365 -1.27211 6.51774
58 H -6.03399 -1.68005 5.88177
59 H -5.08034 1.17059 6.39635
60 H -6.30462 0.27006 7.28746
61 H -6.59377 0.75094 5.60400

For the max |F|, the calculation gives 9.15 eV/Å. The value obtained for the LUMO energy is -1.682 eV. The calculation puts the energy at -77800.0416 eV. The gap between HOMO and LUMO comes out at 8.02 eV. The value obtained for the energy above the lowest of the compared OMol25 structures with the same formula, charge and spin is 512.6 kJ/mol.

---

No. 3
Molecular formula: C14H33BO5V
Method: DFT, ωB97M-V/def2-TZVPD

Atoms and positions in Å:
1 V 0.69499 0.02746 -0.06461
2 B 2.39345 1.21272 -0.86183
3 H 3.21584 1.78940 -1.43772
4 H 1.70889 1.90459 -0.25983
5 H 1.61539 0.80482 -1.59279
6 H 2.77480 0.30636 -0.28347
7 C 2.79536 -2.73516 2.73947
8 C 1.79033 -1.60219 2.68732
9 O 1.28873 -1.40917 1.42323
10 H 3.60928 -2.57214 2.03074
11 H 2.29196 -3.66541 2.45351
12 H 3.19665 -2.96855 3.73102
13 H 2.18309 -0.66264 3.11897
14 H 0.97141 -1.85916 3.39147
15 C 1.51376 2.21647 3.24941
16 C 0.16251 1.98672 2.64535
17 O 0.01359 1.39587 1.60536
18 C -1.03748 2.54064 3.37137
19 H 1.65280 3.29226 3.39460
20 H 2.33192 1.87485 2.61934
21 H 1.57784 1.72711 4.22187
22 H -0.89203 2.56766 4.45065
23 H -1.89690 1.90729 3.16387
24 H -1.17952 3.56014 3.00801
25 C -2.72367 1.91630 -2.66765
26 C -1.64269 2.20283 -1.64072
27 O -0.80736 1.39242 -1.31782
28 C -1.63507 3.57847 -1.00316
29 H -2.50484 1.04370 -3.27479
30 H -2.72828 2.76397 -3.35896
31 H -3.65502 1.89613 -2.10197
32 H -1.53180 3.40833 0.06975
33 H -2.53653 4.12614 -1.26995
34 H -0.73663 4.12484 -1.28885
35 C 0.63692 -1.10886 -4.09435
36 C 1.24751 -1.73353 -2.87191
37 O 0.79408 -1.54868 -1.76476
38 C 2.57358 -2.37450 -3.06625
39 H -0.26399 -0.50632 -3.97369
40 H 0.38798 -1.86222 -4.84489
41 H 1.37208 -0.38950 -4.46747
42 H 3.29573 -1.65058 -3.44267
43 H 2.52438 -3.13947 -3.85450
44 H 2.92698 -2.92262 -2.19698
45 C -2.41770 -3.00733 -0.47176
46 C -2.27390 -1.70276 0.27848
47 O -1.41946 -0.89931 0.00123
48 C -3.35028 -1.38916 1.29090
49 H -2.02941 -3.82468 0.13379
50 H -1.91437 -2.94090 -1.43356
51 H -3.48098 -3.15664 -0.67535
52 H -3.77371 -2.31222 1.68498
53 H -4.15881 -0.88591 0.75410
54 H -2.95136 -0.73788 2.06346

For the max |F|, the calculation gives 3.15 eV/Å. The value obtained for the LUMO energy (spin up / spin down) is 0.344 / 0.339 eV. The calculation puts the energy at -51652.6042 eV. The gap between HOMO and LUMO (spin up / spin down) comes out at 6.04 / 7.14 eV. The value obtained for the energy above the lowest of the compared OMol25 structures with the same formula, charge and spin is 67.1 kJ/mol. As for the spin multiplicity: 4.

---

No. 4
Molecular formula: C14H33BiClIN3OP3
Method: DFT, ωB97M-V/def2-TZVPD

Atoms and positions in Å:
1 C 1.65710 -5.68879 0.92359
2 C 1.30885 -4.39826 1.54479
3 H 1.89116 -6.39496 1.73851
4 H 2.53196 -5.57593 0.24699
5 H 0.81040 -6.07089 0.31257
6 O 1.23334 -4.00526 2.66497
7 I 1.03354 -3.86691 -2.88346
8 Bi 0.78228 -2.76084 -0.32138
9 P -2.08731 -2.28000 0.03555
10 C -2.91865 -1.47955 1.45209
11 C -3.06468 -1.58077 -1.35933
12 H -4.10426 -1.92868 -1.29875
13 H -3.87275 -3.91153 -0.04906
14 H -2.62013 -1.90924 -2.30403
15 H -2.31430 -4.59066 -0.63603
16 H -2.71714 -0.39697 1.46198
17 H -3.03916 -0.48420 -1.32839
18 C -2.78804 -3.96049 0.12740
19 H -4.00569 -1.64847 1.39803
20 H -2.58584 -4.37786 1.12185
21 H -2.53452 -1.91573 2.38176
22 P 2.97588 -0.83052 -0.14553
23 C 3.34866 0.31789 1.22569
24 C 4.46308 -1.88496 -0.12923
25 H 3.07673 -0.28460 -2.50912
26 H 4.40841 0.50627 -1.60612
27 H 2.74073 1.16702 -1.54027
28 C 3.34087 0.24966 -1.59105
29 H 4.34566 -2.68514 -0.87102
30 H 5.34407 -1.27368 -0.37497
31 H 4.35572 0.74560 1.09844
32 H 3.31172 -0.23507 2.17178
33 H 4.57670 -2.32641 0.86892
34 H 2.60823 1.13217 1.26519
35 Cl 0.11492 -0.63542 -1.83126
36 C -2.42017 3.95545 -0.76878
37 N -2.28226 3.60834 0.66498
38 C -1.21567 4.42414 1.27437
39 N 0.07086 4.28229 0.57199
40 C -0.09816 4.61859 -0.86012
41 N -1.14931 3.80831 -1.49571
42 C -0.75358 2.40376 -1.62694
43 P -0.45570 1.59316 0.06408
44 C -2.04893 2.17962 0.86100
45 C 0.64198 2.94718 0.75437
46 H -2.73780 5.00968 -0.81806
47 H -3.17268 3.30431 -1.23128
48 H -1.08696 4.11599 2.31768
49 H -1.52009 5.48231 1.22143
50 H 0.84851 4.45282 -1.39005
51 H -0.38904 5.68002 -0.91014
52 H -1.54531 1.84281 -2.14436
53 H 0.17523 2.33425 -2.21138
54 H -1.98239 1.96481 1.94024
55 H -2.89039 1.60693 0.43640
56 H 1.62619 2.89590 0.25757
57 H 0.77810 2.75250 1.83156

For the max |F|, the calculation gives 1.97 eV/Å. The value obtained for the LUMO energy (spin up / spin down) is -7.654 / -8.980 eV. The total charge is +2. The calculation puts the energy at -75884.1953 eV. The gap between HOMO and LUMO (spin up / spin down) comes out at 6.64 / 4.39 eV.